1.
C2H9N2O | ωB97M-V/def2-TZVPD

Last column: Mulliken charge in e.
Cartesian coordinates (Å):
C (0.57966, 1.32035, 0.23740)  -0.3853
N (-0.13913, 2.27981, -0.50413)  -0.4914
H (0.30791, 1.34367, 1.28723)  0.3408
H (1.61530, 1.46009, -0.03828)  0.3765
H (0.06625, 2.46913, -1.47336)  0.2627
H (-1.13546, 2.13423, -0.38727)  0.2396
N (0.37432, -0.20998, -0.29993)  -0.2390
C (-0.48251, -1.01676, 0.60369)  -0.3954
O (-0.27242, -2.31895, 0.06494)  -0.4962
H (1.32761, -0.57566, -0.35350)  0.3538
H (0.08564, -0.14022, -1.27488)  0.3643
H (-0.03290, -1.11743, 1.60008)  0.3375
H (-1.48555, -0.59793, 0.64583)  0.4042
H (-1.00226, -2.90471, 0.25434)  0.3279

Force components x, y, z for each atom (eV/Å):
C 0.1 0.3 -2.3
N -1.2 -0.8 0.8
H 0.3 -0.2 0.0
H 0.4 0.1 0.9
H 0.5 -0.2 0.0
H -0.1 0.6 -0.1
N 0.7 1.8 1.2
C 1.4 -2.0 -0.4
O -0.7 0.7 -0.3
H -0.3 -0.6 0.3
H -0.7 -0.3 0.1
H -0.1 1.1 -0.1
H -0.1 -0.2 -0.3
H -0.4 -0.3 0.1

- SMILES = NC[NH2+]CO
- total charge = +1
- energy relative to the best compared isomer or geometry (same formula, charge and spin) (eV) = 2.096



2.
C31H54FN7O4S | ωB97M-V/def2-TZVPD

Last column: Mulliken charge in e.
Cartesian coordinates (Å):
C (4.64840, 0.87113, 4.75183)  -1.0653
C (5.23650, 1.86069, 3.74606)  -0.4331
C (4.28456, 2.98920, 3.28752)  -0.7605
C (2.78517, 2.64886, 3.30486)  0.2541
C (2.05950, 3.17188, 2.07318)  -0.8116
O (0.86490, 2.40759, 1.81385)  -0.3758
C (-0.20936, 2.74332, 2.52934)  0.6104
O (-0.25774, 3.63216, 3.33195)  -0.6084
N (-1.29534, 1.90770, 2.23809)  0.4599
C (-2.25433, 1.83522, 3.34840)  -0.5640
S (-3.77490, 0.97405, 2.87482)  -0.1123
C (-4.94258, 1.92556, 3.87903)  -0.3025
C (-6.31242, 1.22651, 3.84790)  -1.1117
C (-0.96240, 0.69960, 1.55841)  -0.4053
O (-0.80453, 0.63746, 0.38351)  -0.4748
N (-0.87845, -0.45036, 2.39626)  0.3626
C (0.25147, -0.55203, 3.20262)  0.3307
O (1.14860, -1.31166, 3.10657)  -0.5323
F (0.21605, 0.35463, 4.20904)  -0.1253
H (3.94383, 0.18181, 4.28135)  0.2352
H (5.43551, 0.25971, 5.19659)  0.3877
H (4.10771, 1.38624, 5.55035)  0.2898
H (5.61966, 1.31870, 2.87686)  0.2851
H (6.11011, 2.33301, 4.20453)  0.3070
H (4.56733, 3.27412, 2.26802)  0.3160
H (4.47116, 3.87389, 3.90062)  0.3489
H (2.31453, 3.09816, 4.18104)  0.2685
H (2.62674, 1.56933, 3.33293)  -0.1461
H (1.78659, 4.22326, 2.17035)  0.2725
H (2.66171, 3.04254, 1.17357)  0.4969
H (-1.79933, 1.37225, 4.22515)  -0.0555
H (-2.53057, 2.85250, 3.61516)  0.5564
H (-5.00763, 2.93434, 3.46908)  0.3380
H (-4.55930, 1.98207, 4.89903)  0.3622
H (-6.24328, 0.23796, 3.39185)  0.3025
H (-7.02287, 1.80274, 3.25678)  0.2824
H (-6.70788, 1.11742, 4.85790)  0.3428
H (-0.95594, -1.29713, 1.82435)  0.5040
C (-1.15674, 2.65771, 7.16639)  -0.6086
C (-1.05852, 1.69144, 8.33826)  -0.5005
C (-2.28288, 0.77417, 8.44212)  -0.2986
C (-3.52194, 1.52984, 8.63198)  0.2123
N (-4.47995, 2.14242, 8.78210)  -0.4702
H (-2.00550, 3.33391, 7.27949)  0.4284
H (-0.25692, 3.26596, 7.08102)  0.3316
H (-1.28260, 2.11357, 6.22916)  -0.1366
H (-0.94013, 2.24416, 9.27218)  0.3180
H (-0.17581, 1.05899, 8.22780)  0.3249
H (-2.18041, 0.07824, 9.27590)  0.3185
H (-2.38865, 0.18220, 7.53004)  0.2012
C (-3.05883, 0.45422, -1.90684)  -0.2192
C (-4.39206, 0.09127, -2.54220)  -0.4991
C (-5.44959, 1.18163, -2.33074)  -0.6166
C (-5.71035, 1.41636, -0.91009)  0.2990
N (-5.87699, 1.60065, 0.20935)  -0.3769
H (-3.14638, 0.56556, -0.82549)  0.1624
H (-2.31050, -0.31192, -2.10271)  -0.3796
H (-2.67499, 1.39081, -2.31425)  0.3520
H (-4.76225, -0.85037, -2.12980)  0.3323
H (-4.26370, -0.05588, -3.61622)  0.3282
H (-6.39313, 0.91544, -2.80960)  0.3364
H (-5.11039, 2.12287, -2.76826)  0.2913
C (1.60598, -3.69412, -1.81410)  -1.1493
C (0.26228, -4.09357, -2.41191)  -0.6955
C (-0.82867, -3.03977, -2.17808)  0.2820
C (-1.04705, -2.81896, -0.75056)  0.1481
N (-1.17074, -2.64330, 0.37418)  -0.6143
H (1.53858, -3.58615, -0.73094)  0.4140
H (2.36273, -4.44917, -2.02657)  0.3306
H (1.95751, -2.74183, -2.21790)  0.2619
H (-0.06066, -5.04504, -1.98589)  0.4395
H (0.35716, -4.24551, -3.48940)  0.3312
H (-1.77416, -3.34824, -2.62614)  0.4229
H (-0.54847, -2.08352, -2.62457)  -0.3334
C (1.96907, 0.50833, -6.66099)  -1.2764
C (2.24001, -0.35174, -5.43750)  -0.6150
C (1.10815, -1.34419, -5.14762)  0.5308
C (-0.16530, -0.67183, -4.88356)  0.2657
N (-1.15172, -0.12233, -4.68076)  -0.4618
H (1.08149, 1.12700, -6.51310)  0.4591
H (2.81027, 1.17095, -6.85728)  0.3471
H (1.81497, -0.10114, -7.55262)  0.2481
H (2.38861, 0.28448, -4.56224)  0.3557
H (3.15944, -0.91772, -5.58049)  0.3873
H (1.35063, -1.96118, -4.27970)  -0.5210
H (0.96273, -2.01304, -5.99967)  0.2611
C (2.87060, -4.04888, -9.85813)  -1.1232
C (4.18130, -4.50805, -9.23325)  -0.3989
C (4.35963, -4.00524, -7.79567)  -0.3760
C (4.37114, -2.54320, -7.72654)  0.2544
N (4.38087, -1.39725, -7.67246)  -0.4579
H (2.82575, -2.96098, -9.92696)  0.3383
H (2.76242, -4.44972, -10.86535)  0.3276
H (2.01480, -4.38712, -9.27009)  0.2951
H (5.02308, -4.16499, -9.83709)  0.2947
H (4.22513, -5.59815, -9.21634)  0.3065
H (5.29524, -4.36814, -7.36817)  0.3088
H (3.54583, -4.36729, -7.16336)  0.2526

Force components x, y, z for each atom (eV/Å):
C -0.1 -0.1 -0.1
C 0.1 0.1 0.1
C 0.1 -0.1 -0.1
C 0.0 0.2 -0.2
C 0.1 0.1 0.0
O 0.1 0.0 -0.1
C -0.2 0.0 -0.4
O 0.0 0.3 0.3
N 0.6 -0.2 0.6
C -0.4 0.0 0.1
S 0.2 -0.2 0.0
C -0.2 0.0 -0.1
C 0.0 0.2 0.0
C -0.5 0.3 0.4
O 0.0 -0.1 -0.4
N 0.4 -0.4 -0.1
C -0.4 0.3 0.1
O 0.1 -0.3 0.2
F 0.2 0.0 -0.2
H 0.0 0.0 0.0
H 0.0 0.1 0.0
H 0.1 0.0 0.0
H -0.1 -0.1 0.0
H 0.0 0.0 -0.1
H 0.0 0.0 0.1
H -0.1 0.0 0.0
H -0.1 -0.3 0.1
H 0.0 0.0 0.0
H 0.0 0.0 0.0
H -0.1 -0.1 0.0
H -0.1 0.0 -0.1
H 0.1 0.0 -0.1
H 0.0 0.0 0.1
H 0.0 0.0 -0.1
H 0.0 0.0 0.1
H 0.0 -0.1 0.0
H 0.0 0.0 -0.1
H 0.1 0.1 -0.1
C 0.0 0.0 0.0
C 0.0 0.1 0.0
C 0.1 0.0 0.0
C 0.1 -0.1 0.0
N -0.1 0.1 0.0
H 0.0 0.0 0.0
H 0.0 0.0 0.0
H 0.0 0.0 0.0
H 0.0 0.0 0.0
H 0.0 0.0 0.0
H 0.0 0.0 0.0
H 0.0 0.0 0.0
C 0.0 0.0 0.1
C 0.1 0.0 0.0
C 0.0 -0.1 0.0
C 0.1 0.1 -0.1
N -0.2 0.0 0.2
H 0.0 0.0 0.0
H 0.0 0.0 0.0
H 0.0 0.0 0.0
H 0.0 0.0 0.0
H 0.0 0.0 0.0
H 0.0 0.0 0.0
H 0.0 0.0 0.0
C 0.0 0.0 0.0
C 0.1 0.0 0.0
C 0.0 -0.1 0.0
C 0.0 0.1 -0.1
N -0.1 0.0 0.2
H 0.0 0.0 0.0
H 0.0 0.0 0.0
H 0.0 0.0 0.0
H 0.0 0.0 0.0
H 0.0 0.0 0.0
H 0.0 0.0 0.0
H -0.1 0.0 0.0
C -0.1 0.1 0.0
C 0.0 0.1 0.0
C 0.1 0.0 0.0
C 0.1 0.0 -0.1
N -0.2 0.0 0.0
H 0.0 0.0 0.0
H 0.0 0.0 0.0
H 0.0 0.0 0.0
H 0.0 0.0 0.0
H 0.0 0.0 0.0
H 0.0 0.0 0.0
H 0.0 0.0 0.0
C 0.0 0.0 0.0
C 0.0 0.0 0.0
C 0.0 0.0 -0.1
C 0.0 -0.1 0.1
N 0.0 0.1 -0.1
H 0.0 0.0 0.0
H 0.0 0.0 0.0
H 0.0 0.0 0.0
H 0.0 0.0 0.0
H 0.0 0.0 0.0
H 0.0 0.0 0.0
H 0.0 0.0 0.0

- SMILES = CCCCCOC(=O)N(CSCC)C(=O)NC(=O)F.CCCC#N.CCCC#N.CCCC#N.CCCC#N.CCCC#N
- total charge = 0



3.
C4H2N2OS | ωB97M-V/def2-TZVPD

Last column: Mulliken charge in e.
Cartesian coordinates (Å):
C (1.58728, 0.31098, -0.02383)  0.4577
C (-0.46457, 0.21521, -0.00569)  0.3809
C (-1.82890, -0.22147, -0.00994)  -0.5355
C (-3.00614, -0.45126, -0.00199)  0.2843
H (2.91458, -1.55497, 0.07316)  0.1785
H (-4.09438, -0.52937, -0.08273)  0.4100
N (1.23326, 1.56108, -0.01071)  -0.3428
N (0.56777, -0.59832, 0.04040)  -0.4641
O (-0.18250, 1.49539, 0.03051)  -0.1134
S (3.27360, -0.22728, -0.00917)  -0.2557

Force components x, y, z for each atom (eV/Å):
C 0.6 -0.4 0.6
C -0.2 -1.9 0.7
C -0.2 0.5 0.1
C -0.8 0.3 -0.3
H 0.2 0.9 -0.1
H 1.1 -0.2 0.2
N -0.1 0.2 0.0
N -0.8 0.9 -0.7
O 0.7 0.1 -0.5
S -0.6 -0.5 0.0

- SMILES = C#Cc1nc(S)no1
- total charge = 0
- energy relative to the best compared isomer or geometry (same formula, charge and spin) (eV) = 1.599



| no. | LUMO level (eV) | gap between HOMO and LUMO (eV) | E_HOMO (eV) |
| --- | --- | --- | --- |
| 1 | -3.29 | 11.71 | -14.99 |
| 2 | 0.09 | 8.29 | -8.20 |
| 3 | 0.08 | 9.79 | -9.71 |